Record 1
This record from OMol25 describes a cluster of 2 separate species, H4N2O3 in total. The level of theory is wB97M-V/def2-TZVPD.

XYZ file:
```
9
Properties=species:S:1:pos:R:3:lowdin_charge:R:1
N -2.10 -0.61 -0.69 0.0185
N 1.91 1.18 0.60 -0.0358
O -1.30 -0.09 0.33 -0.2068
O 1.25 0.58 -0.29 -0.0929
O -0.49 0.95 -0.04 -0.0962
H -1.50 -0.59 -1.50 0.0718
H -3.00 -0.09 -0.87 0.1011
H 1.93 0.87 1.54 0.0925
H 1.93 2.25 0.70 0.1477
```

Computed properties:
HOMO-LUMO gap (alpha / beta) in eV: 9.638 / 9.102
ΔE to the lowest compared entry with this formula, charge and spin in kJ/mol: 209.5
Strongest force on any atom in eV/Å: 3.40
HOMO (alpha / beta) in eV: -9.49 / -9.00
Molar mass in g/mol: 80.0
Multiplicity: 1

---

Record 2
This record from OMol25 describes the molecule C7H10. The level of theory is wB97M-V/def2-TZVPD.

XYZ file:
```
17
Properties=species:S:1:pos:R:3:lowdin_charge:R:1
C 1.67 0.14 -0.87 -0.1038
C 1.47 0.80 0.46 -0.1716
C 0.63 0.41 1.43 -0.1335
C -1.58 0.72 -1.03 0.0048
C -1.68 -0.56 -0.68 -0.1799
C -1.15 -1.21 0.54 -0.1236
C -0.24 -0.78 1.43 -0.1099
H 1.23 0.76 -1.67 0.0750
H 2.73 0.03 -1.09 0.0734
H 1.18 -0.83 -0.91 0.0697
H 2.09 1.68 0.66 0.0984
H 0.63 0.97 2.36 0.1002
H -1.04 1.45 -0.43 0.0587
H -2.06 1.09 -1.93 0.0560
H -2.26 -1.22 -1.32 0.0918
H -1.61 -2.17 0.76 0.0944
H -0.11 -1.41 2.31 0.1002
```

Computed properties:
HOMO-LUMO gap in eV: 9.204
ΔE to the lowest compared entry with this formula, charge and spin in kJ/mol: 164.4
Strongest force on any atom in eV/Å: 0.17
HOMO in eV: -8.47
Molar mass in g/mol: 94.2
Multiplicity: 1

---

Record 3
This record from OMol25 describes a cluster of 2 separate species, C6H8NO in total. The level of theory is wB97M-V/def2-TZVPD.

XYZ file:
```
16
Properties=species:S:1:pos:R:3:lowdin_charge:R:1
C -0.48 0.54 -1.22 -0.3966
C -1.34 -2.43 -0.85 0.1281
C -0.14 -1.98 -0.48 -0.0737
C 1.47 0.13 -0.31 -0.0240
C 0.31 -0.65 -0.77 -0.1419
C 0.09 2.52 2.00 0.4256
N 0.18 0.76 -0.05 0.1537
O -1.33 0.92 -1.93 0.2187
H -1.65 -3.44 -0.64 0.0834
H -2.05 -1.82 -1.38 0.0840
H 0.59 -2.62 -0.01 0.1196
H 1.98 -0.21 0.59 0.1322
H 2.12 0.62 -1.03 0.1317
H 1.11 2.82 1.88 0.0537
H -0.69 3.06 1.50 0.0536
H -0.18 1.76 2.72 0.0519
```

Computed properties:
HOMO-LUMO gap (alpha / beta) in eV: 6.818 / 5.550
ΔE to the lowest compared entry with this formula, charge and spin in kJ/mol: 450.7
Strongest force on any atom in eV/Å: 4.47
HOMO (alpha / beta) in eV: -13.76 / -13.45
Molar mass in g/mol: 110.1
Charge: +1
Multiplicity: 1

---

Record 4
This record from OMol25 describes a cluster of 9 separate species, C15H45BClF4N3O13P in total. The level of theory is wB97M-V/def2-TZVPD.

XYZ file:
```
83
Properties=species:S:1:pos:R:3:lowdin_charge:R:1
C -3.83 -1.73 2.22 0.0184
N -2.86 -1.25 1.14 0.1083
B -2.13 0.08 1.45 -0.4301
O -2.77 1.41 1.35 0.0736
O -0.71 -0.09 1.92 0.0847
C -2.61 -1.98 -0.03 -0.0965
N -3.35 -3.29 -0.16 -0.0631
C -2.46 -4.46 -0.50 -0.1184
O -1.31 -4.40 0.46 -0.0179
C -0.22 -5.29 0.03 -0.2238
F 0.78 -5.33 1.16 0.0426
F 0.53 -4.76 -1.17 0.0306
F -0.63 -6.70 -0.22 0.0591
C -4.61 -3.22 -0.95 -0.1381
C -4.93 -4.49 -1.93 -0.5376
O -4.79 -4.54 -3.26 -0.0357
Cl -5.62 -6.04 -1.09 0.5803
N -1.64 -1.37 -1.00 -0.2370
F -0.41 -1.94 -0.98 -0.0339
P -2.29 -1.13 -2.64 0.9599
C -1.00 -0.12 -3.70 -0.2432
O -2.45 -2.63 -3.53 -0.3391
H -3.37 -2.73 2.67 0.1462
H -4.86 -2.03 1.74 0.1161
H -3.93 -0.97 3.12 0.1386
H -2.24 1.88 0.62 0.1499
H -0.21 0.78 1.85 0.1071
H -2.95 -5.53 -0.29 0.1565
H -2.11 -4.38 -1.62 0.1573
H -4.74 -2.24 -1.61 0.1327
H -5.51 -3.18 -0.16 0.1393
H -1.43 -0.05 -4.81 0.0693
H -0.75 0.92 -3.23 0.0674
H -0.06 -0.85 -3.78 0.0770
H -3.34 -2.50 -4.03 0.0643
C -0.65 4.22 3.14 -0.1545
O -0.87 2.88 2.76 -0.1505
H 0.11 4.65 2.49 0.0868
H -1.58 4.79 3.03 0.0885
H -0.31 4.26 4.17 0.0788
H -1.55 2.52 3.36 0.0910
C 1.31 7.51 4.71 -0.1712
O -0.10 7.47 4.58 -0.1373
H 1.75 7.75 3.74 0.0771
H 1.59 8.28 5.43 0.0722
H 1.67 6.53 5.04 0.0741
H -0.46 7.26 5.45 0.0828
C 3.36 3.35 3.93 -0.1436
O 1.99 3.65 3.75 -0.1576
H 3.79 4.07 4.64 0.0836
H 3.47 2.34 4.34 0.0781
H 3.89 3.43 2.98 0.0791
H 1.64 3.00 3.12 0.0651
C 4.56 9.16 3.79 -0.1651
O 4.25 8.36 4.92 -0.1452
H 4.43 8.56 2.89 0.0797
H 3.89 10.02 3.76 0.0782
H 5.60 9.49 3.86 0.0764
H 4.38 8.91 5.71 0.0887
C -5.46 0.89 -4.34 -0.1530
O -4.63 -0.21 -4.66 -0.1825
H -5.37 1.10 -3.27 0.0758
H -5.14 1.77 -4.91 0.0830
H -6.50 0.65 -4.57 0.0818
H -4.73 -0.37 -5.62 0.0924
C 0.20 3.17 -5.86 -0.1499
O -0.41 1.89 -5.79 -0.1649
H -0.05 3.73 -4.97 0.0811
H 1.29 3.05 -5.92 0.0812
H -0.17 3.70 -6.75 0.0804
H -0.16 1.41 -6.60 0.0907
C 4.08 -6.10 -0.61 -0.1553
O 3.49 -4.81 -0.67 -0.1316
H 5.17 -5.99 -0.60 0.0594
H 3.76 -6.60 0.30 0.0793
H 3.78 -6.68 -1.49 0.0803
H 2.53 -4.94 -0.68 0.0295
C 7.88 -7.19 -0.93 -0.1765
O 8.28 -7.85 -2.11 -0.1258
H 8.73 -7.13 -0.25 0.0831
H 7.54 -6.18 -1.17 0.0688
H 7.07 -7.75 -0.45 0.0716
H 7.50 -7.89 -2.69 0.0809
```

Computed properties:
HOMO-LUMO gap in eV: 6.169
Strongest force on any atom in eV/Å: 9.40
HOMO in eV: -11.41
Molar mass in g/mol: 628.8
Charge: +1
Multiplicity: 1

---

Record 5
This record from OMol25 describes a cluster of 7 separate species, C30H76Br6N6O8P2 in total. The level of theory is wB97M-V/def2-TZVPD.

XYZ file:
```
128
Properties=species:S:1:pos:R:3:lowdin_charge:R:1
O -6.49 0.43 -3.16 -0.2860
P -5.14 0.05 -3.63 0.4993
N -4.95 -1.60 -3.59 -0.3093
C -6.10 -2.53 -3.32 -0.0516
C -3.68 -2.17 -3.87 -0.1426
N -3.94 0.81 -2.77 -0.3009
C -2.58 1.01 -3.11 -0.1342
C -4.27 1.06 -1.37 -0.1103
N -4.82 0.51 -5.24 -0.2947
C -5.54 -0.32 -6.23 -0.1175
C -4.95 1.96 -5.56 -0.0916
H -5.84 -3.39 -2.74 0.0714
H -6.57 -2.73 -4.25 0.0547
H -6.81 -1.85 -2.78 0.0847
H -2.88 -1.45 -3.60 0.0612
H -3.45 -2.50 -4.94 0.1006
H -3.60 -3.02 -3.23 0.0497
H -2.28 2.00 -2.82 0.0779
H -1.92 0.27 -2.62 0.0770
H -2.50 0.91 -4.16 0.0714
H -3.41 1.60 -0.99 0.0643
H -5.12 1.78 -1.19 0.0976
H -4.48 0.16 -0.75 0.0685
H -6.62 -0.12 -6.10 0.0873
H -5.33 0.04 -7.22 0.0738
H -5.28 -1.37 -6.14 0.0668
H -4.81 2.57 -4.71 0.0634
H -5.98 2.09 -5.89 0.0799
H -4.30 2.20 -6.37 0.0699
O 4.20 2.23 1.21 -0.2777
P 2.99 2.95 1.68 0.5143
N 1.61 2.45 0.95 -0.2592
C 0.42 3.26 1.00 -0.1471
C 1.35 1.00 0.93 -0.1112
N 3.08 4.60 1.58 -0.3001
C 3.27 5.17 0.24 -0.0957
C 2.61 5.45 2.68 -0.0834
N 2.88 2.68 3.38 -0.3083
C 4.18 2.84 4.11 -0.0837
C 1.77 2.61 4.23 -0.1638
H -0.38 2.79 0.39 0.0814
H 0.56 4.29 0.64 0.0730
H -0.09 3.36 1.96 0.0341
H 0.57 0.77 0.19 0.0616
H 0.96 0.69 1.87 0.0140
H 2.26 0.38 0.87 0.0916
H 2.31 5.27 -0.23 0.0550
H 3.81 6.12 0.16 0.0844
H 3.90 4.50 -0.35 0.0813
H 1.54 5.60 2.63 0.0701
H 2.92 5.04 3.62 0.0420
H 3.19 6.43 2.48 0.1156
H 4.44 3.90 4.13 0.0667
H 4.06 2.41 5.11 0.0820
H 5.03 2.33 3.63 0.0768
H 1.63 1.66 4.77 0.0762
H 0.95 2.76 3.51 0.0423
H 1.78 3.42 5.00 0.0896
C 1.01 2.27 -2.53 -0.1287
O 1.01 1.63 -3.73 -0.1711
C 1.39 0.26 -3.72 -0.1919
C 2.88 0.09 -3.82 -0.1887
O 3.52 0.31 -2.56 -0.1457
C 4.92 0.07 -2.72 -0.1773
C 5.48 0.29 -1.36 -0.2386
O 5.47 -0.83 -0.51 -0.1646
C 6.10 -0.48 0.69 -0.1161
H 0.50 1.66 -1.77 0.0666
H 0.57 3.21 -2.72 0.0828
H 1.99 2.35 -2.08 0.0816
H 0.95 -0.15 -4.64 0.1393
H 1.02 -0.22 -2.85 0.0832
H 3.21 0.83 -4.59 0.1468
H 3.03 -0.98 -4.06 0.1298
H 5.44 0.85 -3.32 0.1429
H 5.10 -0.90 -3.04 0.1077
H 4.95 1.11 -1.02 0.0887
H 6.54 0.60 -1.49 0.1353
H 6.09 -1.39 1.29 0.0880
H 5.62 0.35 1.18 0.0524
H 7.17 -0.16 0.47 0.1021
C 1.05 -5.12 -1.62 -0.1069
O 0.29 -3.94 -1.52 -0.2231
C 0.95 -2.69 -1.67 -0.2021
C 2.07 -2.36 -0.69 -0.1842
O 1.77 -2.11 0.67 -0.1595
C 1.83 -3.29 1.44 -0.2147
C 1.65 -2.93 2.90 -0.1888
O 0.35 -2.36 3.15 -0.2208
C 0.28 -1.75 4.39 -0.1425
H 1.62 -5.25 -2.58 0.1090
H 0.28 -5.85 -1.40 0.0814
H 1.72 -5.18 -0.74 0.0751
H 0.13 -1.91 -1.56 0.1145
H 1.38 -2.53 -2.67 0.1224
H 2.48 -1.42 -1.07 0.1065
H 2.91 -3.10 -0.80 0.1388
H 2.81 -3.71 1.23 0.1251
H 1.01 -3.98 1.06 0.1060
H 2.46 -2.16 3.18 0.1549
H 1.84 -3.86 3.51 0.1169
H 0.69 -0.78 4.35 0.0471
H 0.72 -2.50 5.13 0.1142
H -0.79 -1.72 4.77 0.0692
Br -1.35 4.66 6.65 0.5969
C -2.31 3.04 6.11 -0.6954
C -1.64 1.76 6.56 -0.6850
Br -2.81 0.24 6.22 0.6197
H -2.35 3.25 5.06 0.0181
H -3.28 3.12 6.52 0.0319
H -1.42 1.71 7.63 0.0507
H -0.61 1.64 6.07 0.0673
Br 0.16 -6.47 2.52 0.6180
C -1.67 -6.34 1.78 -0.6530
C -2.51 -5.27 2.51 -0.7334
Br -4.22 -5.11 1.68 0.6350
H -2.19 -7.27 1.80 0.0388
H -1.43 -5.93 0.73 0.0682
H -2.04 -4.28 2.47 0.0294
H -2.69 -5.59 3.54 0.0559
Br -1.55 0.92 2.85 0.7721
C -2.25 -0.65 2.07 -0.6729
C -1.50 -1.13 0.82 -0.6854
Br -2.58 -2.38 -0.11 0.7383
H -3.29 -0.42 1.82 0.0510
H -2.23 -1.23 2.94 0.0076
H -0.52 -1.59 1.02 0.0462
H -1.33 -0.31 0.17 0.0149
```

Computed properties:
HOMO-LUMO gap in eV: 8.830
Strongest force on any atom in eV/Å: 3.80
HOMO in eV: -8.51
Molar mass in g/mol: 1190.3
Multiplicity: 1

---

Record 6
This record from OMol25 describes the molecule C3H6I2Si. The level of theory is wB97M-V/def2-TZVPD.

XYZ file:
```
12
Properties=species:S:1:pos:R:3:lowdin_charge:R:1
C -1.82 1.38 0.39 -0.0784
C -0.72 0.75 0.83 -0.4267
C 1.81 -0.43 -0.97 -0.2462
Si 0.08 -0.84 0.26 -0.3499
I -1.53 -2.16 -1.12 0.5096
I 0.65 -2.21 2.20 0.4550
H -2.03 2.30 0.84 0.0344
H -2.35 0.84 -0.44 0.0369
H -0.08 1.19 1.65 0.0633
H 1.64 0.71 -1.04 0.0146
H 2.87 -0.74 -0.66 0.0246
H 1.49 -0.79 -1.94 -0.0374
```

Computed properties:
HOMO-LUMO gap (alpha / beta) in eV: 5.141 / 4.944
Strongest force on any atom in eV/Å: 3.95
HOMO (alpha / beta) in eV: -4.65 / -9.43
⟨S²⟩: 2.0102
Molar mass in g/mol: 324.0
Multiplicity: 3

---

Record 7
This record from OMol25 describes a cluster of 4 separate species, C29H54BrN3O3 in total. The level of theory is wB97M-V/def2-TZVPD.

XYZ file:
```
90
Properties=species:S:1:pos:R:3:lowdin_charge:R:1
C 3.70 1.23 -0.99 -0.0281
C 3.40 0.65 -2.38 -0.4194
O 4.14 -0.56 -2.55 -0.0607
C 1.89 0.48 -2.65 -0.0588
C 1.09 -0.18 -1.55 -0.0924
C 1.20 -1.52 -1.16 -0.2797
N 2.10 -2.39 -1.80 0.0890
C 0.42 -2.02 -0.13 -0.5619
Br 0.51 -3.85 0.40 0.7993
C -0.47 -1.25 0.57 -0.0756
C -0.59 0.04 0.19 -0.0910
C 0.16 0.56 -0.86 -0.0399
C -0.27 2.01 -1.03 -0.3080
O 0.30 2.96 -1.51 0.1443
N -1.55 2.07 -0.38 -0.0757
N -2.67 1.71 -1.15 0.0996
C -1.47 1.16 0.73 -0.3191
O -1.96 1.30 1.82 0.1534
H 4.78 1.24 -0.83 0.0795
H 3.27 0.56 -0.24 0.0864
H 3.30 2.25 -0.91 0.0907
H 3.81 1.34 -3.12 0.1297
H 4.25 -0.90 -1.65 0.0728
H 1.51 1.50 -2.72 0.1030
H 1.76 -0.01 -3.62 0.1299
H 1.75 -2.73 -2.68 0.1122
H 2.38 -3.15 -1.20 0.0344
H -1.08 -1.63 1.37 0.1197
H -2.96 2.45 -1.77 0.0945
H -2.54 0.82 -1.63 0.0937
C 10.13 2.41 -3.74 -0.1134
C 8.97 2.62 -4.71 -0.2713
C 7.61 2.62 -4.03 -0.2272
C 7.23 1.31 -3.34 -0.2236
C 7.23 0.08 -4.24 -0.2627
C 6.21 0.16 -5.37 -0.1036
H 10.08 1.44 -3.25 0.0644
H 11.09 2.46 -4.27 0.0680
H 10.14 3.18 -2.96 0.0740
H 9.01 1.86 -5.49 0.0979
H 9.11 3.59 -5.20 0.1033
H 6.84 2.87 -4.77 0.1012
H 7.58 3.42 -3.28 0.1092
H 6.23 1.42 -2.90 0.0862
H 7.91 1.13 -2.50 0.1040
H 7.00 -0.80 -3.63 0.1007
H 8.23 -0.09 -4.65 0.0982
H 5.20 0.29 -4.98 0.0588
H 6.23 -0.76 -5.96 0.0711
H 6.43 0.99 -6.05 0.0663
C -3.73 -5.85 1.28 -0.1099
C -5.03 -5.17 0.86 -0.2676
C -4.91 -4.39 -0.44 -0.2269
C -3.92 -3.22 -0.41 -0.2265
C -4.19 -2.17 0.67 -0.2648
C -5.52 -1.46 0.50 -0.0986
H -2.94 -5.12 1.48 0.0568
H -3.88 -6.42 2.20 0.0697
H -3.38 -6.54 0.51 0.0751
H -5.38 -4.52 1.67 0.0991
H -5.80 -5.94 0.73 0.1042
H -5.90 -4.01 -0.72 0.1015
H -4.61 -5.07 -1.24 0.1096
H -3.92 -2.74 -1.39 0.1092
H -2.90 -3.61 -0.27 0.0842
H -3.39 -1.42 0.63 0.0788
H -4.14 -2.62 1.66 0.1036
H -5.58 -0.96 -0.47 0.0752
H -5.64 -0.69 1.27 0.0652
H -6.36 -2.15 0.58 0.0674
C -2.65 2.55 4.64 -0.1152
C -3.52 1.34 4.95 -0.2678
C -4.95 1.47 4.43 -0.2297
C -5.76 2.62 5.02 -0.2299
C -5.89 2.60 6.54 -0.2723
C -6.63 1.37 7.07 -0.1147
H -3.03 3.45 5.12 0.0658
H -1.63 2.39 5.00 0.0718
H -2.60 2.72 3.57 0.0486
H -3.52 1.16 6.03 0.0973
H -3.06 0.45 4.50 0.0980
H -5.47 0.52 4.60 0.0991
H -4.91 1.59 3.34 0.1058
H -6.76 2.60 4.58 0.1082
H -5.31 3.57 4.72 0.1013
H -6.44 3.49 6.85 0.1026
H -4.91 2.66 7.01 0.0977
H -7.63 1.30 6.64 0.0734
H -6.73 1.42 8.15 0.0673
H -6.10 0.45 6.83 0.0640
```

Computed properties:
HOMO-LUMO gap in eV: 8.848
ΔE to the lowest compared entry with this formula, charge and spin in kJ/mol: 0.0
Strongest force on any atom in eV/Å: 1.62
HOMO in eV: -9.28
Molar mass in g/mol: 572.7
Multiplicity: 1

---

Record 8
This record from OMol25 describes the ion C6H8N3O with charge +1. The level of theory is wB97M-V/def2-TZVPD.

XYZ file:
```
18
Properties=species:S:1:pos:R:3:lowdin_charge:R:1
C 3.02 -1.18 -0.19 0.1989
C 2.08 -0.44 -0.05 -0.1631
C -0.13 2.29 0.03 -0.0208
C 1.08 1.77 0.15 -0.0461
C -0.85 -1.25 0.04 -0.3960
C -1.18 1.21 -0.08 -0.1106
N -0.40 -0.02 -0.04 0.0968
N -2.15 -1.50 0.01 0.2558
N 1.09 0.39 0.21 0.0121
O -0.06 -2.29 0.15 0.1928
H 3.86 -1.81 -0.32 0.0523
H -0.39 3.33 0.01 0.1168
H 2.03 2.27 0.25 0.1463
H -1.88 1.25 0.76 0.1410
H -1.73 1.30 -1.02 0.1406
H -2.84 -0.78 -0.11 0.1293
H -2.44 -2.47 0.03 0.1505
H 0.90 -2.08 0.16 0.1034
```

Computed properties:
HOMO-LUMO gap in eV: 9.154
ΔE to the lowest compared entry with this formula, charge and spin in kJ/mol: 363.4
Strongest force on any atom in eV/Å: 3.07
HOMO in eV: -12.40
Molar mass in g/mol: 138.2
Charge: +1
Multiplicity: 1